Below is one molecule with the formula C4H7N5 at a distorted geometry, with properties calculated with ωB97M-V with the def2-TZVPD basis set.

Output
Charge: 0
HOMO, eV: -8.604
Energy above the lowest of the compared OMol25 structures with the same formula, charge and spin, kcal per mole: 108.9

Each line ends with the Löwdin charge.
Element x y z (Å)
H1 -1.260 -2.488 -0.486  0.060
N1 -0.643 -1.711 -0.748  0.135
C1 -1.144 -0.671 -0.169  -0.477
N2 -2.309 -0.580 0.643  0.073
C2 -0.495 0.618 -0.222  -0.292
N3 -1.201 1.780 -0.123  0.102
C3 0.928 0.481 -0.252  -0.273
N4 1.536 1.763 0.071  -0.082
C4 1.670 -0.776 0.056  -0.193
N5 2.409 -1.661 0.404  0.117
H2 -2.376 0.405 1.103  0.113
H3 -2.476 -1.433 1.278  0.129
H4 -1.917 1.867 -0.905  0.154
H5 -0.499 2.504 -0.012  0.075
H6 2.674 1.800 -0.354  0.175
H7 1.561 2.293 1.167  0.183


Below is a 2-piece molecular cluster, C7H17NO overall at a distorted geometry, with properties calculated with ωB97M-V with the def2-TZVPD basis set.

Output
Charge: 0
HOMO, eV: -8.288
Energy above the lowest of the compared OMol25 structures with the same formula, charge and spin, kcal per mole: 42.0

Each line ends with the Löwdin charge.
Element x y z (Å)
C1 0.325 1.436 -2.768  -0.123
C2 0.905 0.464 -1.743  -0.258
C3 1.407 1.154 -0.466  -0.219
C4 0.320 1.486 0.533  -0.218
C5 -0.991 0.704 0.562  -0.099
C6 -1.286 -0.359 1.326  -0.386
C7 -2.527 -1.177 1.019  -0.052
N1 -0.282 -0.989 2.079  0.077
H1 -0.026 0.948 -3.679  0.067
H2 0.884 2.330 -3.041  0.068
H3 -0.582 1.958 -2.393  0.071
H4 0.168 -0.292 -1.485  0.096
H5 1.752 -0.001 -2.267  0.104
H6 2.165 0.504 -0.016  0.097
H7 2.011 2.033 -0.706  0.109
H8 0.791 1.551 1.527  0.104
H9 -0.096 2.499 0.512  0.104
H10 -1.726 1.066 -0.151  0.101
H11 -2.259 -2.230 1.084  0.070
H12 -3.406 -1.140 1.673  0.070
H13 -2.893 -0.898 0.036  0.069
H14 -0.507 -1.042 3.063  0.094
H15 0.671 -0.695 1.912  0.071
O1 1.678 -3.382 1.368  -0.081
H16 1.005 -3.067 0.743  0.026
H17 2.498 -2.861 1.281  0.038


Below is a 9-piece molecular cluster, C40H69ClIN8O3P overall at a distorted geometry, with properties calculated with ωB97M-V with the def2-TZVPD basis set.

Output
Charge: 0
HOMO, eV: -8.867

Each line ends with the Löwdin charge.
Element x y z (Å)
C1 -3.910 4.232 6.241  -0.260
P1 -3.975 2.487 5.723  0.938
O1 -5.501 2.417 5.076  -0.288
C2 -3.007 2.335 4.134  -0.533
C3 -1.551 2.816 4.228  -0.157
C4 -1.211 4.305 4.346  -0.264
C5 -1.973 5.280 3.466  -0.581
Cl1 -1.624 5.043 1.733  0.605
C6 -2.966 0.790 3.887  -0.236
C7 -3.424 0.632 2.448  -0.666
I1 -2.454 -0.831 1.274  0.898
C8 -3.368 2.045 1.900  -0.544
O2 -3.123 2.442 0.808  0.098
O3 -3.690 2.858 2.963  -0.009
H1 -4.703 4.360 6.980  0.039
H2 -2.953 4.369 6.748  -0.001
H3 -4.037 4.968 5.450  0.037
H4 -6.012 1.771 5.570  0.040
H5 -1.002 2.388 3.382  0.129
H6 -1.171 2.318 5.128  0.104
H7 -1.296 4.626 5.384  0.062
H8 -0.157 4.425 4.085  0.111
H9 -3.050 5.246 3.603  0.051
H10 -1.636 6.294 3.682  0.068
H11 -2.050 0.308 4.216  0.074
H12 -3.738 0.305 4.499  0.078
H13 -4.475 0.352 2.424  0.089
C9 -2.889 -2.905 -3.382  -0.107
C10 -1.645 -2.263 -2.785  -0.256
C11 -0.661 -3.296 -2.220  -0.213
C12 -1.251 -4.073 -1.132  -0.257
N1 -1.709 -4.635 -0.243  0.146
H14 -3.455 -3.448 -2.623  0.070
H15 -3.547 -2.145 -3.806  0.072
H16 -2.619 -3.604 -4.175  0.061
H17 -1.925 -1.562 -1.995  0.076
H18 -1.116 -1.691 -3.549  0.091
H19 0.225 -2.791 -1.830  0.104
H20 -0.331 -3.975 -3.009  0.078
C13 -0.401 -0.397 -6.615  -0.094
C14 1.050 -0.846 -6.498  -0.268
C15 1.258 -2.300 -6.941  -0.174
C16 0.484 -3.230 -6.119  -0.221
N2 -0.115 -3.926 -5.433  0.186
H21 -1.054 -0.991 -5.973  0.058
H22 -0.503 0.647 -6.319  0.071
H23 -0.762 -0.492 -7.641  0.078
H24 1.394 -0.740 -5.468  0.100
H25 1.694 -0.212 -7.108  0.058
H26 2.310 -2.577 -6.856  0.111
H27 0.959 -2.435 -7.983  0.123
C17 4.938 -4.640 -0.207  -0.109
C18 3.462 -4.571 0.162  -0.254
C19 2.543 -5.009 -0.984  -0.176
C20 2.692 -4.165 -2.169  -0.236
N3 2.747 -3.505 -3.106  0.165
H28 5.169 -3.966 -1.034  0.069
H29 5.561 -4.353 0.640  0.072
H30 5.222 -5.651 -0.505  0.077
H31 3.197 -3.555 0.461  0.113
H32 3.259 -5.216 1.018  0.110
H33 1.495 -4.968 -0.677  0.105
H34 2.758 -6.039 -1.277  0.126
C21 -0.820 6.899 9.189  -0.106
C22 -0.844 5.792 10.235  -0.258
C23 0.086 4.624 9.885  -0.184
C24 -0.289 3.995 8.619  -0.205
N4 -0.611 3.519 7.627  0.184
H35 -1.169 6.535 8.221  0.065
H36 -1.467 7.724 9.486  0.074
H37 0.188 7.294 9.057  0.079
H38 -1.861 5.413 10.354  0.111
H39 -0.536 6.187 11.204  0.108
H40 0.060 3.858 10.661  0.119
H41 1.118 4.970 9.797  0.122
C25 4.266 1.667 -3.483  -0.123
C26 4.128 0.156 -3.604  -0.261
C27 4.789 -0.426 -4.858  -0.182
C28 4.189 0.107 -6.082  -0.223
N5 3.695 0.536 -7.024  0.157
H42 3.772 2.177 -4.311  0.062
H43 3.803 2.019 -2.563  0.040
H44 5.317 1.968 -3.476  0.076
H45 3.071 -0.118 -3.608  0.098
H46 4.574 -0.326 -2.733  0.107
H47 4.670 -1.511 -4.880  0.107
H48 5.857 -0.203 -4.872  0.120
C29 -3.112 -1.683 8.912  -0.108
C30 -3.939 -1.687 7.633  -0.262
C31 -3.233 -2.394 6.470  -0.185
C32 -1.970 -1.741 6.132  -0.236
N6 -0.992 -1.203 5.871  0.166
H49 -2.175 -1.143 8.769  0.072
H50 -3.656 -1.199 9.722  0.071
H51 -2.872 -2.700 9.229  0.077
H52 -4.162 -0.659 7.337  0.087
H53 -4.892 -2.190 7.805  0.108
H54 -3.860 -2.389 5.576  0.116
H55 -3.022 -3.436 6.718  0.121
C33 0.502 4.874 -5.669  -0.108
C34 -0.260 5.424 -4.471  -0.259
C35 0.650 5.715 -3.272  -0.187
C36 1.328 4.509 -2.800  -0.216
N7 1.825 3.541 -2.437  0.169
H56 0.978 3.921 -5.432  0.066
H57 -0.169 4.709 -6.512  0.071
H58 1.281 5.567 -5.993  0.077
H59 -1.035 4.718 -4.165  0.113
H60 -0.765 6.352 -4.743  0.107
H61 0.077 6.124 -2.438  0.118
H62 1.413 6.449 -3.542  0.120
C37 2.339 -6.310 -6.625  -0.110
C38 3.107 -5.989 -7.900  -0.262
C39 3.138 -7.161 -8.889  -0.194
C40 3.792 -8.340 -8.322  -0.244
N8 4.321 -9.253 -7.872  0.142
H63 2.807 -7.131 -6.079  0.073
H64 2.308 -5.446 -5.963  0.046
H65 1.308 -6.592 -6.847  0.079
H66 4.132 -5.702 -7.658  0.112
H67 2.650 -5.136 -8.406  0.100
H68 3.674 -6.888 -9.799  0.116
H69 2.122 -7.442 -9.175  0.120


Below is a 4-piece molecular cluster, C35H40ClF2N4O6 overall at a distorted geometry, with properties calculated with ωB97M-V with the def2-TZVPD basis set.

Output
Charge: +1
HOMO, eV: -11.065

Each line ends with the Löwdin charge.
Element x y z (Å)
C1 3.025 -1.541 0.459  -0.103
C2 2.324 -2.558 -0.603  -0.180
C3 1.649 -1.757 -1.840  -0.198
O1 0.909 -0.580 -1.413  -0.220
C4 -0.355 -0.967 -0.775  -0.100
C5 -0.336 -0.796 0.816  0.053
C6 0.078 0.648 1.346  0.046
C7 0.414 1.892 0.391  -0.119
O2 -0.586 2.113 -0.636  -0.073
C8 -1.669 2.937 -0.184  -0.348
C9 -2.487 2.751 1.189  0.016
O3 -2.062 3.880 -0.945  0.075
C10 0.131 0.828 2.928  0.051
C11 0.522 2.210 3.649  -0.116
C12 2.014 2.727 3.266  -0.227
N1 2.841 1.634 2.617  -0.011
C13 -0.270 -0.496 3.728  -0.067
N2 -0.233 -0.375 5.222  0.106
C14 -0.053 -1.738 5.820  -0.295
O4 1.048 -2.334 5.870  0.152
F1 -1.245 -2.332 6.362  0.069
C15 -1.528 0.228 5.703  -0.289
O5 -1.502 0.994 6.699  0.158
F2 -2.743 -0.079 4.984  0.063
N3 -0.625 -1.736 3.139  0.189
N4 -0.650 -1.791 1.811  -0.065
C16 -1.086 -3.141 1.250  -0.046
C17 -2.066 -3.787 2.390  -0.669
O6 -3.226 -3.270 2.441  0.001
Cl1 -1.568 -5.101 3.545  0.653
H1 2.927 -0.432 0.158  0.066
H2 4.151 -1.746 0.574  0.088
H3 2.534 -1.673 1.488  0.065
H4 3.165 -3.213 -1.056  0.116
H5 1.587 -3.205 -0.008  0.078
H6 2.536 -1.442 -2.522  0.133
H7 1.021 -2.481 -2.501  0.143
H8 -0.594 -2.017 -1.159  0.129
H9 -1.149 -0.250 -1.221  0.162
H10 0.488 2.865 1.025  0.137
H11 1.463 1.707 -0.054  0.150
H12 -3.595 2.996 1.030  0.097
H13 -2.054 3.413 2.029  0.094
H14 -2.457 1.644 1.545  0.086
H15 0.522 2.017 4.781  0.114
H16 -0.280 3.019 3.450  0.123
H17 1.858 3.581 2.490  0.114
H18 2.586 3.175 4.163  0.136
H19 3.777 1.670 3.053  0.084
H20 2.976 1.915 1.624  0.064
H21 -1.776 -3.008 0.327  0.153
H22 -0.190 -3.816 1.004  0.133
C18 6.385 -3.592 -4.211  -0.093
C19 5.015 -3.534 -3.972  -0.109
C20 4.283 -4.709 -3.824  -0.111
C21 4.924 -5.942 -3.905  -0.094
C22 6.294 -6.000 -4.140  -0.088
C23 7.024 -4.825 -4.298  -0.087
H23 6.955 -2.676 -4.330  0.103
H24 4.517 -2.572 -3.902  0.086
H25 3.214 -4.664 -3.645  0.091
H26 4.354 -6.858 -3.785  0.102
H27 6.794 -6.961 -4.202  0.105
H28 8.092 -4.871 -4.486  0.105
C24 0.213 2.703 -3.997  -0.082
C25 0.707 1.429 -3.733  -0.093
C26 1.404 0.734 -4.717  -0.094
C27 1.616 1.318 -5.963  -0.091
C28 1.126 2.594 -6.226  -0.089
C29 0.420 3.285 -5.245  -0.085
H29 -0.334 3.244 -3.231  0.088
H30 0.547 0.976 -2.760  0.062
H31 1.784 -0.262 -4.514  0.083
H32 2.164 0.778 -6.729  0.103
H33 1.293 3.049 -7.197  0.104
H34 0.033 4.277 -5.452  0.104
C30 -8.106 4.027 2.569  -0.090
C31 -7.606 2.758 2.842  -0.097
C32 -6.919 2.053 1.857  -0.109
C33 -6.724 2.622 0.602  -0.117
C34 -7.222 3.894 0.330  -0.095
C35 -7.916 4.595 1.311  -0.089
H35 -8.644 4.575 3.335  0.104
H36 -7.752 2.317 3.823  0.101
H37 -6.535 1.060 2.068  0.096
H38 -6.185 2.075 -0.165  0.096
H39 -7.069 4.338 -0.649  0.103
H40 -8.309 5.583 1.097  0.104


Below is one molecule with the formula C3H5NO3, with properties calculated with ωB97M-V with the def2-TZVPD basis set.

Output
Charge: 0
HOMO, eV: -10.233
Energy above the lowest of the compared OMol25 structures with the same formula, charge and spin, kcal per mole: 23.8

Each line ends with the Löwdin charge.
Element x y z (Å)
N1 -0.144 -0.161 1.608  0.146
C1 -0.767 -0.735 0.494  -0.494
O1 -1.426 -1.749 0.535  0.094
C2 -0.822 0.124 -0.763  -0.090
O2 0.138 1.176 -0.861  -0.013
C3 1.409 0.780 -0.906  -0.345
O3 1.774 -0.366 -0.836  0.079
H1 0.858 -0.272 1.632  0.094
H2 -0.507 -0.572 2.450  0.094
H3 -0.792 -0.523 -1.640  0.140
H4 -1.786 0.640 -0.726  0.145
H5 2.065 1.658 -0.986  0.151


Below is C6H24MgN12O6 as an isolated structure at a distorted geometry, with properties calculated with ωB97M-V with the def2-TZVPD basis set.

Output
Charge: +2
HOMO, eV: -15.534
Energy above the lowest of the compared OMol25 structures with the same formula, charge and spin, kcal per mole: 0.0

Each line ends with the Löwdin charge.
Element x y z (Å)
Mg1 8.912 22.269 -12.443  0.536
C1 6.289 20.872 -11.307  -0.593
O1 7.211 21.502 -11.828  -0.011
N1 5.963 19.619 -11.700  0.199
N2 5.526 21.413 -10.329  0.196
H1 5.054 19.253 -11.480  0.119
H2 6.545 19.152 -12.369  0.114
H3 4.977 20.838 -9.712  0.119
H4 5.742 22.329 -9.981  0.113
C2 11.833 23.338 -13.474  -0.597
O2 10.763 22.945 -13.015  -0.014
N3 12.922 22.510 -13.582  0.187
N4 12.037 24.634 -13.843  0.194
H5 13.697 22.843 -14.132  0.110
H6 12.730 21.523 -13.588  0.111
H7 11.254 25.253 -13.955  0.120
H8 12.900 24.858 -14.309  0.113
C3 10.433 19.587 -11.706  -0.588
O3 9.827 20.541 -12.175  -0.005
N5 11.533 19.755 -10.910  0.189
N6 9.991 18.304 -11.814  0.193
H9 11.958 20.670 -10.921  0.108
H10 12.220 19.020 -10.833  0.114
H11 10.469 17.579 -11.310  0.115
H12 9.332 18.075 -12.534  0.114
C4 7.342 24.834 -12.665  -0.584
O4 8.372 24.146 -12.651  -0.019
N7 6.673 25.123 -13.810  0.200
N8 6.805 25.349 -11.536  0.202
H13 5.744 25.505 -13.758  0.115
H14 7.024 24.896 -14.722  0.115
H15 5.942 25.863 -11.528  0.118
H16 7.254 25.195 -10.651  0.119
C5 9.921 23.224 -9.619  -0.594
O5 9.336 22.541 -10.465  -0.012
N9 10.963 24.026 -9.910  0.210
N10 9.493 23.230 -8.308  0.175
H17 11.300 24.222 -10.834  0.102
H18 11.351 24.578 -9.162  0.120
H19 10.221 23.298 -7.613  0.112
H20 8.823 22.492 -8.155  0.111
C6 7.835 21.882 -15.408  -0.598
O6 8.415 21.913 -14.319  -0.007
N11 6.486 21.781 -15.495  0.196
N12 8.518 21.901 -16.576  0.198
H21 5.922 21.710 -14.668  0.113
H22 6.016 21.696 -16.379  0.116
H23 8.029 21.964 -17.451  0.117
H24 9.514 22.008 -16.543  0.120


charge of number 1 (C4H7N5)? 0